[1]
Below is 7 unconnected molecules or ions with the total composition ClH12O6 in a non-equilibrium geometry, with properties calculated with ωB97M-V/def2-TZVPD.

The geometry in XYZ format:
```
19
Properties=species:S:1:pos:R:3:mulliken_charge:R:1
Cl -0.16158 0.91084 -0.55700 -0.92
O -1.66358 -1.64616 -0.89500 -0.62
H -1.44558 -1.93316 0.00100 0.31
H -1.23058 -0.78916 -0.97500 0.29
O -1.92158 0.47484 2.19400 -0.62
H -2.58058 -0.21916 2.18500 0.29
H -1.61358 0.58884 1.26900 0.31
O -0.19058 0.25484 -3.57600 -0.60
H -0.36458 0.42984 -2.70800 0.26
H -0.61658 -0.58116 -3.81800 0.31
O 1.12442 3.01184 1.11300 -0.60
H 0.76742 3.39384 1.89900 0.29
H 0.58442 2.34084 0.72200 0.31
O 2.52042 -0.72516 -0.28700 -0.66
H 2.24242 -1.50616 -0.78900 0.32
H 1.81742 -0.12716 -0.49200 0.32
O 0.76442 -1.48416 1.90800 -0.64
H 1.28042 -1.83716 1.13700 0.33
H 0.68742 -0.55716 1.66900 0.34
```

Computed properties:
Relative energy (zero: lowest compared OMol25 entry of this formula, charge and spin) ... 50.0 kJ/mol
E_LUMO ... 3.5693 eV
Total charge ... -1

***

[2]
Below is a molecular structure, C6H6 in a non-equilibrium geometry, with properties calculated with ωB97M-V/def2-TZVPD.

The geometry in XYZ format:
```
12
Properties=species:S:1:pos:R:3:mulliken_charge:R:1
C 0.84793 -0.15415 1.72094 -0.15
C 0.64026 -1.54613 1.39654 -0.80
C 0.60075 -1.19309 -0.06723 0.59
C 0.98225 -1.76962 -1.20056 -0.85
C 0.27274 0.13288 0.50852 0.38
C -0.84095 1.16595 0.33161 -1.07
H 1.42451 0.36409 2.48383 0.36
H 0.92087 -1.20454 -2.13588 0.24
H 1.20244 -2.78728 -1.31030 0.33
H -1.42397 1.71240 1.06574 0.37
H -1.62599 0.68111 -0.25633 0.32
H -0.34169 1.93313 -0.24552 0.30
```

Computed properties:
Relative energy (zero: lowest compared OMol25 entry of this formula, charge and spin) ... 546.1 kJ/mol
E_LUMO ... 0.6044 eV

***

[3]
Below is a molecular structure, C3H3FOV in a non-equilibrium geometry, with properties calculated with ωB97M-V/def2-TZVPD.

The geometry in XYZ format:
```
9
Properties=species:S:1:pos:R:3:mulliken_charge:R:1
F 0.14424 2.31504 -1.23378 -0.74
O -0.64469 0.06169 1.23854 -0.35
C 0.37498 -0.38802 -0.43056 -0.27
C -0.79910 -1.02576 0.27065 -0.31
C 0.54705 0.49601 0.59333 -0.15
H -0.94033 -2.01026 -0.22777 0.28
H -1.81271 -1.35298 0.58842 0.26
V 1.61137 2.24193 0.29304 0.18
H 1.51919 -0.33766 -1.09186 0.09
```

Computed properties:
2S+1 ... 5
E_LUMO (alpha / beta) ... 3.6215 / 3.8756 eV
Total charge ... -1

***

[4]
Below is 2 unconnected molecules or ions with the total composition H4O2 in a non-equilibrium geometry, with properties calculated with ωB97M-V/def2-TZVPD.

The geometry in XYZ format:
```
6
Properties=species:S:1:pos:R:3:mulliken_charge:R:1
O -1.41429 -0.09773 -0.07274 -0.64
H -1.30453 0.77392 0.35396 0.33
H -2.40194 -0.23348 -0.01922 0.31
O 2.11507 0.00713 -0.01854 -0.65
H 1.70346 -0.86594 0.16589 0.33
H 1.30224 0.41611 -0.40934 0.32
```

Computed properties:
SMILES ... O.O
Relative energy (zero: lowest compared OMol25 entry of this formula, charge and spin) ... 22.7 kJ/mol
E_LUMO ... 0.5944 eV

***

[5]
Below is 2 unconnected molecules or ions with the total composition C9H17N3O in a non-equilibrium geometry, with properties calculated with ωB97M-V/def2-TZVPD.

The geometry in XYZ format:
```
30
Properties=species:S:1:pos:R:3:mulliken_charge:R:1
C 1.35284 -0.34131 -0.16884 -0.65
C 1.97992 1.06191 -0.52846 -0.38
N 2.40449 1.64775 0.77992 -0.09
C 3.82643 1.44438 1.18898 -1.17
C 1.54271 2.38213 1.59688 0.84
C 0.26165 2.81378 0.90793 -1.06
O 2.01536 3.11531 2.45529 -0.65
H 1.40389 -0.30217 1.03108 0.22
H 1.83932 -1.47767 -0.49437 0.24
H 0.41965 -0.54187 -0.69272 0.16
H 2.92190 0.92357 -1.05820 0.27
H 1.22591 1.68710 -1.11936 0.27
H 3.66653 0.45800 1.55347 0.43
H 4.61014 1.41930 0.47068 0.31
H 4.07351 2.04510 2.00726 0.35
H 0.04427 3.82456 1.30912 0.35
H 0.39487 2.88592 -0.15890 0.30
H -0.52709 2.04518 1.08885 0.25
C -1.74965 -3.44563 0.01948 -1.09
C -2.38656 -2.34728 -0.72642 0.82
C -3.45810 -1.57707 -0.27425 -0.77
N -3.86681 -0.78216 -1.32465 -0.07
C -3.14696 -1.24407 -2.42574 -0.20
N -2.27535 -2.15766 -2.10059 -0.61
H -0.98609 -3.85733 -0.68302 0.28
H -2.33155 -4.17993 0.57320 0.34
H -1.23735 -2.98228 0.88064 0.28
H -3.88173 -1.49391 0.66665 0.47
H -4.65228 -0.18031 -1.36411 0.19
H -3.48388 -0.84335 -3.40979 0.36
```

Computed properties:
SMILES ... CCN(C)C(C)=O.Cc1c[nH]cn1
Relative energy (zero: lowest compared OMol25 entry of this formula, charge and spin) ... 244.5 kJ/mol
E_LUMO ... 0.6803 eV

***

[6]
Below is a molecular structure, C25H27I2N4SW, with properties calculated with ωB97M-V/def2-TZVPD.

The geometry in XYZ format:
```
60
Properties=species:S:1:pos:R:3:mulliken_charge:R:1
W -0.40740 0.34687 0.07261 0.29
C -1.23139 -3.70870 -1.72968 -1.08
C -1.33250 -2.37568 -1.34376 0.05
N -0.43089 -1.75807 -0.57691 0.21
C 0.66067 -2.48915 -0.18974 0.25
C 0.84357 -3.83055 -0.54031 0.91
C -0.14734 -4.44636 -1.32413 -0.60
C 2.03568 -4.51125 -0.12055 -1.03
C 2.99610 -3.86341 0.57284 -0.85
C 2.83829 -2.48182 0.92436 1.26
C 3.82170 -1.74068 1.60407 -0.90
C 3.58920 -0.41735 1.88195 -1.22
C 2.37650 0.16254 1.50526 -0.28
N 1.42372 -0.51829 0.87721 -0.11
C 1.65957 -1.81950 0.56798 -0.10
H -2.00635 -4.13365 -2.35161 0.46
H -2.16924 -1.79987 -1.70822 0.15
H -0.04119 -5.48465 -1.61328 0.52
H 2.15603 -5.55180 -0.39250 0.48
H 3.90516 -4.37233 0.86603 0.52
H 4.75349 -2.21406 1.88788 0.52
H 4.32935 0.19162 2.38205 0.54
H 2.17023 1.20321 1.71115 0.75
I -1.30653 3.13632 -0.10399 0.31
C -3.30469 2.55046 -0.51124 -0.75
I -3.19889 0.45815 -0.87518 0.33
H -3.66428 3.04855 -1.40499 0.49
H -3.93104 2.72388 0.35624 0.41
C 2.14024 1.85766 5.91875 -1.48
C 1.20607 1.80328 4.72675 -0.24
N 0.79231 0.39998 4.49530 0.01
C -0.00791 -0.03727 3.54944 0.11
S -0.67059 1.12288 2.38336 -0.23
N -0.40640 -1.30000 3.50810 0.08
C -0.06674 -2.32522 4.51064 -0.95
C 1.30835 -2.93382 4.28664 -0.65
H 2.44531 2.88704 6.09506 0.41
H 3.04073 1.26524 5.75060 0.38
H 1.64601 1.50437 6.82457 0.40
H 1.69289 2.17501 3.82500 0.24
H 0.31309 2.40367 4.89899 0.41
H 1.06584 -0.25286 5.21968 0.28
H -1.13718 -1.50882 2.84749 0.26
H -0.84116 -3.08644 4.44628 0.43
H -0.16275 -1.88322 5.50571 0.40
H 1.34532 -3.45799 3.33098 0.17
H 1.52278 -3.65445 5.07443 0.43
H 2.09909 -2.18081 4.29828 0.21
C 0.71457 1.02541 -1.14349 0.13
C 1.65324 1.66763 -1.97524 0.90
C 1.70135 1.35028 -3.34635 -0.35
C 2.62285 1.97798 -4.15850 -0.74
C 3.49350 2.92158 -3.61930 -0.39
C 3.45261 3.24682 -2.26502 -0.84
C 2.53862 2.62503 -1.44092 -0.10
H 1.01490 0.61931 -3.75343 0.47
H 2.66667 1.74235 -5.21274 0.44
H 4.21070 3.41385 -4.26286 0.44
H 4.13164 3.98764 -1.86615 0.45
H 2.49074 2.87496 -0.38751 0.39
```

Computed properties:
Relative energy (zero: lowest compared OMol25 entry of this formula, charge and spin) ... 70.6 kJ/mol
E_LUMO ... -10.0331 eV
Total charge ... +3

***

| no. | E_tot (hartree) |
| --- | --- |
| 1 | -918.94692 |
| 2 | -232.01833 |
| 3 | -1234.87376 |
| 4 | -152.86627 |
| 5 | -592.54681 |
| 6 | -2247.62670 |